Entry 1:
The following is a quantum chemistry calculation of a molecular structure, C38H37CaNO8P2S3Si in a non-equilibrium geometry, from the Open Molecules 2025 dataset.

## Properties
HOMO level (eV): -1.002
HOMO-LUMO gap (eV): 5.252
Energy (eV): -135283.85703
F_max (eV/Å): 2.5

```
! wB97M-V def2-TZVPD RIJCOSX def2/J DEFGRID3
* xyz -2 1
Ca 0.100 0.251 0.027
S 2.550 -1.095 0.653
C 2.301 -1.589 2.328
C 3.443 -1.924 3.067
C 3.385 -2.304 4.399
C 2.148 -2.354 5.030
C 1.005 -2.058 4.311
C 1.027 -1.687 2.954
S -0.514 -1.421 2.170
H 4.403 -1.870 2.565
H 4.292 -2.552 4.940
H 2.077 -2.629 6.078
H 0.034 -2.109 4.790
C -1.021 3.578 -3.957
C -1.469 2.297 -3.275
O -2.881 2.070 -3.526
P -1.189 2.358 -1.477
O 0.290 2.848 -1.205
O -2.072 3.637 -1.023
O -1.692 1.157 -0.772
P -0.292 0.830 -3.823
O -2.460 -0.506 -4.465
O 0.581 0.705 -2.573
O -1.396 -0.434 -3.499
H -1.374 4.469 -3.434
H -1.402 3.582 -4.980
H 0.071 3.598 -3.998
H -3.343 2.038 -2.679
H 0.734 1.974 -1.296
H -2.032 3.642 -0.044
H -2.937 0.321 -4.275
N -0.071 -1.713 -0.993
S 0.657 -2.965 -0.409
C 1.975 -3.500 -1.565
C 3.187 -3.946 -1.064
C 4.167 -4.399 -1.937
C 3.934 -4.408 -3.307
C 2.723 -3.944 -3.803
C 1.744 -3.488 -2.932
C -0.441 -4.354 -0.980
C -1.748 -4.069 -1.348
C -2.596 -5.092 -1.752
C -2.150 -6.406 -1.765
C -0.853 -6.695 -1.360
C -0.004 -5.674 -0.963
H -0.318 -1.776 -1.977
H 3.363 -3.917 0.003
H 5.121 -4.734 -1.550
H 4.696 -4.769 -3.987
H 2.538 -3.935 -4.870
H 0.800 -3.121 -3.319
H -2.081 -3.039 -1.327
H -3.606 -4.859 -2.066
H -2.812 -7.205 -2.080
H -0.499 -7.720 -1.363
H 1.013 -5.895 -0.658
O -0.039 2.049 1.331
Si 0.184 3.145 2.422
C 1.119 4.631 1.648
C 0.546 5.887 1.443
C 1.198 6.876 0.718
C 2.444 6.622 0.164
C 3.028 5.375 0.342
C 2.372 4.398 1.076
C 1.159 2.497 3.916
C 0.881 2.809 5.247
C 1.593 2.229 6.289
C 2.598 1.311 6.018
C 2.885 0.979 4.701
C 2.172 1.566 3.667
C -1.456 3.889 3.051
C -1.553 4.961 3.940
C -2.785 5.484 4.311
C -3.955 4.945 3.791
C -3.881 3.879 2.905
C -2.644 3.359 2.546
H -0.437 6.098 1.849
H 0.722 7.838 0.563
H 2.951 7.388 -0.412
H 3.991 5.161 -0.108
H 2.835 3.424 1.198
H 0.083 3.504 5.483
H 1.353 2.482 7.316
H 3.141 0.841 6.830
H 3.647 0.244 4.478
H 2.384 1.269 2.643
H -0.648 5.406 4.344
H -2.834 6.317 5.004
H -4.916 5.355 4.079
H -4.790 3.452 2.497
H -2.586 2.507 1.872
*
```

Löwdin population analysis, charges in e, atoms 1 to 5: Ca 1.02; S 0.48; C -0.72; C -0.19; C -0.17

=====

Entry 2:
The following is a quantum chemistry calculation of a molecular structure, C38H37CdCl2NO4P in a non-equilibrium geometry, from the Open Molecules 2025 dataset.

## Properties
HOMO level (eV): -5.338
HOMO-LUMO gap (eV): 7.948
Energy (eV): -88588.42294
F_max (eV/Å): 2.0

```
! wB97M-V def2-TZVPD RIJCOSX def2/J DEFGRID3
* xyz -1 1
Cd 0.375 -0.695 0.169
O 1.472 1.078 0.199
C 1.311 2.285 -0.433
C -0.129 2.892 -0.315
C -1.365 2.164 -0.741
C -2.457 2.953 -1.116
C -3.672 2.352 -1.385
C -3.762 0.979 -1.270
C -2.620 0.249 -0.928
C -2.671 -1.226 -0.827
C -2.456 -1.737 0.658
O -1.180 -1.609 1.092
C -3.421 -1.018 1.615
C -2.922 -0.655 2.860
C -3.739 -0.093 3.823
C -5.080 0.128 3.554
C -5.582 -0.206 2.308
C -4.765 -0.782 1.349
C -2.834 -3.232 0.589
C -2.161 -4.048 -0.314
C -2.491 -5.381 -0.459
C -3.496 -5.936 0.316
C -4.138 -5.147 1.252
C -3.810 -3.808 1.391
N -1.452 0.842 -0.673
C 2.083 3.406 0.292
C 2.383 4.628 -0.299
C 2.928 5.654 0.456
C 3.172 5.480 1.809
C 2.862 4.269 2.405
C 2.302 3.252 1.655
C 1.779 2.138 -1.877
C 0.924 1.740 -2.900
C 1.408 1.508 -4.176
C 2.755 1.662 -4.455
C 3.617 2.048 -3.443
C 3.137 2.268 -2.165
H -0.112 3.864 -0.817
H -0.269 3.078 0.755
H -2.352 4.026 -1.185
H -4.535 2.942 -1.670
H -4.698 0.469 -1.447
H -1.844 -1.654 -1.396
H -3.620 -1.608 -1.210
H -1.875 -0.854 3.045
H -3.330 0.161 4.791
H -5.729 0.548 4.313
H -6.627 -0.027 2.088
H -5.194 -1.075 0.402
H -1.360 -3.633 -0.905
H -1.970 -5.985 -1.187
H -3.764 -6.978 0.200
H -4.913 -5.572 1.878
H -4.321 -3.215 2.136
H 2.192 4.782 -1.354
H 3.144 6.607 -0.009
H 3.589 6.286 2.401
H 3.030 4.122 3.463
H 2.024 2.306 2.097
H -0.131 1.613 -2.708
H 0.731 1.213 -4.967
H 3.133 1.488 -5.454
H 4.670 2.175 -3.654
H 3.832 2.534 -1.381
Cl 0.637 -4.860 -2.717
C 1.792 -4.199 -1.564
Cl 2.224 -5.406 -0.357
C 1.227 -2.919 -0.856
O 0.731 -2.074 -1.619
O 1.383 -2.864 0.356
H 2.702 -3.949 -2.115
C 3.734 -0.844 -0.749
P 3.111 -0.657 0.979
C 4.290 0.670 1.521
C 4.120 -2.055 1.697
H 4.822 -0.787 -0.769
H 3.306 -0.058 -1.363
H 3.427 -1.808 -1.145
H 5.319 0.393 1.293
H 4.195 0.799 2.598
H 4.040 1.605 1.032
H 5.161 -1.989 1.382
H 3.698 -3.000 1.373
H 4.077 -2.009 2.783
*
```

Löwdin population analysis, charges in e, atoms 1 to 5: Cd 1.42; O -0.42; C -0.51; C -0.05; C -0.28

=====

Entry 3:
The following is a quantum chemistry calculation of a molecular structure, C38H37CsN10O7Se2 in a non-equilibrium geometry, from the Open Molecules 2025 dataset.

## Properties
ΔE to the lowest compared entry with this formula, charge and spin (eV): 1.905
HOMO level (eV): -1.735
HOMO-LUMO gap (eV): 4.389
Energy (eV): -200476.74319
F_max (eV/Å): 2.4

```
! wB97M-V def2-TZVPD RIJCOSX def2/J DEFGRID3
* xyz -2 1
Cs 0.738 0.397 0.023
N -1.873 4.181 -0.265
C -2.529 4.059 -1.591
C -2.595 2.594 -2.058
O -3.639 1.955 -1.697
N -1.598 2.088 -2.721
C -0.419 2.840 -3.097
C 0.795 1.907 -3.268
O 1.401 1.934 -4.352
O 1.096 1.210 -2.243
H -0.977 3.705 -0.343
H -2.392 3.582 0.374
H -1.972 4.677 -2.297
H -3.546 4.445 -1.511
H -0.109 3.605 -2.362
H -0.552 3.342 -4.062
O 6.124 5.293 5.082
N 5.236 5.653 4.330
O 5.147 6.785 3.888
C 4.202 4.659 3.941
C 4.324 3.448 4.516
C 3.368 2.418 4.288
C 3.515 1.139 4.863
C 2.569 0.195 4.603
C 1.459 0.556 3.812
N 1.286 1.749 3.296
C 2.251 2.667 3.487
C 2.156 3.954 2.806
N 1.123 4.108 1.962
C 1.002 5.221 1.281
C 1.936 6.263 1.384
C 2.992 6.134 2.244
C 3.131 4.956 3.009
H 5.158 3.260 5.178
H 4.384 0.926 5.474
H 2.654 -0.816 4.978
H 0.704 -0.186 3.580
H 0.132 5.297 0.633
H 1.827 7.153 0.778
H 3.714 6.926 2.337
O 0.522 -1.764 1.853
N 1.520 -2.396 1.445
N 2.581 -1.683 1.194
O 2.686 -0.387 1.338
C 3.713 -2.411 0.700
C 3.804 -3.797 0.785
C 4.936 -4.433 0.300
C 5.976 -3.702 -0.266
C 5.871 -2.322 -0.341
C 4.744 -1.671 0.144
H 2.992 -4.357 1.223
H 5.008 -5.511 0.371
H 6.857 -4.206 -0.644
H 6.669 -1.739 -0.784
H 4.636 -0.597 0.098
C -4.687 0.783 1.054
Se -2.774 0.705 0.741
C -2.255 -0.011 2.487
C -2.253 1.000 3.644
Se -1.565 2.789 3.207
C -3.292 3.675 3.083
H -5.073 -0.218 1.252
H -5.091 1.172 0.121
H -4.945 1.445 1.880
H -1.269 -0.448 2.303
H -2.927 -0.839 2.731
H -1.657 0.632 4.482
H -3.268 1.168 4.007
H -3.842 3.575 4.019
H -3.867 3.263 2.256
H -3.092 4.727 2.886
N -2.941 -5.688 -3.523
C -3.170 -6.460 -4.638
C -3.607 -7.769 -4.811
C -3.707 -8.227 -6.113
C -3.384 -7.404 -7.203
C -2.955 -6.102 -7.018
C -2.848 -5.622 -5.715
N -2.440 -4.380 -5.258
C -2.505 -4.457 -3.956
C -2.160 -3.396 -2.996
C -2.088 -2.072 -3.401
C -1.752 -1.097 -2.464
N -1.482 -1.401 -1.192
C -1.563 -2.669 -0.805
C -1.895 -3.704 -1.662
H -3.096 -5.942 -2.564
H -3.856 -8.403 -3.970
H -4.040 -9.242 -6.294
H -3.472 -7.801 -8.206
H -2.704 -5.462 -7.853
H -2.286 -1.805 -4.430
H -1.693 -0.034 -2.725
H -1.329 -2.859 0.240
H -1.902 -4.722 -1.292
*
```

Löwdin population analysis, charges in e, atoms 1 to 5: Cs 1.37; N 0.01; C -0.21; C -0.62; O -0.19

=====

Entry 4:
The following is a quantum chemistry calculation of a molecular structure, C38H37GeIrN4O3 in a non-equilibrium geometry, from the Open Molecules 2025 dataset.

## Properties
HOMO level (spin up / spin down) (eV): -10.465 / -10.476
HOMO-LUMO gap (spin up / spin down) (eV): 5.517 / 5.144
Energy (eV): -111456.00163
F_max (eV/Å): 5.4

```
! wB97M-V def2-TZVPD RIJCOSX def2/J DEFGRID3
* xyz 1 2
Ir 0.410 0.156 -0.400
O 0.148 -0.980 -2.233
C -0.860 -1.478 -2.820
C -0.769 -1.748 -4.219
C -1.821 -2.261 -4.920
C -3.042 -2.527 -4.276
C -3.183 -2.267 -2.937
C -2.120 -1.766 -2.161
C -2.299 -1.647 -0.762
N -1.384 -1.287 0.098
N -1.632 -1.373 1.384
C -0.740 -0.837 2.215
O 0.303 -0.250 1.821
C -1.021 -0.905 3.653
C -0.120 -0.300 4.532
C -0.348 -0.329 5.891
C -1.475 -0.966 6.388
C -2.376 -1.563 5.520
C -2.160 -1.532 4.155
H 0.177 -1.526 -4.690
H -1.719 -2.450 -5.978
H -3.855 -2.964 -4.832
H -4.125 -2.472 -2.451
H -3.285 -1.903 -0.372
H 0.755 0.180 4.120
H 0.351 0.141 6.568
H -1.646 -1.003 7.453
H -3.248 -2.058 5.918
H -2.856 -1.988 3.470
C 2.364 2.776 -1.282
N 2.830 2.658 0.078
C 2.862 3.794 0.972
C 4.147 3.708 1.784
C 4.168 2.388 2.544
N 3.675 1.281 1.747
C 3.915 -0.032 2.299
C 3.013 1.412 0.585
O 2.622 0.408 -0.056
H 1.359 2.339 -1.411
H 3.039 2.241 -1.955
H 2.326 3.826 -1.553
H 1.980 3.785 1.625
H 2.831 4.711 0.386
H 4.217 4.536 2.488
H 4.992 3.760 1.096
H 3.557 2.457 3.455
H 5.192 2.154 2.853
H 3.498 -0.095 3.305
H 4.988 -0.227 2.352
H 3.438 -0.776 1.665
C -4.266 2.599 -3.753
C -3.149 1.797 -3.909
C -2.273 1.628 -2.848
C -2.523 2.235 -1.631
C -3.637 3.045 -1.482
C -4.512 3.220 -2.540
Ge -1.283 2.017 -0.055
C -2.560 1.684 1.453
C -2.173 1.963 2.756
C -3.091 1.941 3.790
C -4.402 1.576 3.542
C -4.776 1.204 2.262
C -3.861 1.251 1.225
C -0.832 3.979 0.097
C -0.628 4.683 -1.088
C -0.372 6.041 -1.069
C -0.296 6.714 0.139
C -0.481 6.023 1.324
C -0.752 4.664 1.302
H -4.944 2.747 -4.582
H -2.952 1.300 -4.848
H -1.383 1.026 -2.972
H -3.820 3.542 -0.541
H -5.384 3.843 -2.411
H -1.140 2.200 2.970
H -2.781 2.223 4.784
H -5.128 1.578 4.343
H -5.792 0.900 2.065
H -4.170 0.963 0.229
H -0.698 4.175 -2.041
H -0.237 6.579 -1.995
H -0.109 7.775 0.162
H -0.434 6.546 2.269
H -0.928 4.153 2.237
*
```

Löwdin population analysis, charges in e, atoms 1 to 5: Ir 1.28; O -0.16; C -0.38; C 0.00; C -0.05

=====

Entry 5:
The following is a quantum chemistry calculation of a molecular structure, C38H38BCl2N6O4S2V, from the Open Molecules 2025 dataset.

## Properties
ΔE to the lowest compared entry with this formula, charge and spin (eV): 0.170
HOMO level (spin up / spin down) (eV): -3.895 / -3.353
HOMO-LUMO gap (spin up / spin down) (eV): 6.359 / 5.816
Energy (eV): -130240.65561
F_max (eV/Å): 0.9

```
! wB97M-V def2-TZVPD RIJCOSX def2/J DEFGRID3
* xyz -1 2
V 0.070 -0.197 -0.322
C 1.097 3.166 3.944
C 1.277 1.858 3.248
C 2.142 0.828 3.549
C 1.923 -0.144 2.558
N 0.976 0.278 1.716
N 0.581 1.497 2.156
B -0.673 2.152 1.561
N -1.820 1.122 1.589
N -1.756 -0.015 0.859
C -2.785 -0.774 1.239
C -3.529 -0.108 2.224
C -2.879 1.093 2.416
C -3.229 2.203 3.349
C -3.055 -2.133 0.731
C -3.230 -2.394 -0.624
C -3.436 -3.692 -1.067
C -3.492 -4.740 -0.160
C -3.347 -4.484 1.197
C -3.131 -3.188 1.639
N -0.464 2.686 0.144
N -0.246 1.854 -0.906
C -0.256 2.622 -2.003
C -0.493 3.959 -1.645
C -0.614 3.956 -0.274
C -0.828 5.114 0.643
C -0.045 2.186 -3.396
C 0.887 1.219 -3.755
C 1.066 0.880 -5.088
C 0.326 1.500 -6.081
C -0.603 2.470 -5.735
C -0.783 2.810 -4.404
C 2.570 -1.473 2.537
C 3.090 -2.057 1.384
C 3.687 -3.308 1.444
C 3.783 -3.989 2.648
C 3.280 -3.410 3.804
C 2.682 -2.160 3.746
H 1.765 3.214 4.802
H 0.072 3.302 4.293
H 1.333 4.000 3.280
H 2.868 0.798 4.342
H -0.984 3.072 2.258
H -4.433 -0.452 2.698
H -4.179 1.981 3.833
H -3.324 3.153 2.822
H -2.472 2.329 4.126
H -3.160 -1.585 -1.335
H -3.536 -3.881 -2.129
H -3.638 -5.755 -0.509
H -3.384 -5.296 1.913
H -2.983 -2.988 2.694
H -0.498 4.815 -2.298
H -0.905 6.028 0.056
H 0.004 5.224 1.340
H -1.739 5.004 1.234
H 1.442 0.717 -2.984
H 1.780 0.106 -5.346
H 0.464 1.221 -7.119
H -1.197 2.958 -6.500
H -1.519 3.560 -4.137
H 3.026 -1.526 0.452
H 4.082 -3.751 0.538
H 4.250 -4.966 2.687
H 3.346 -3.931 4.751
H 2.273 -1.715 4.645
Cl 0.167 -2.586 0.274
C 0.074 -3.448 -1.251
C 0.416 -4.785 -1.223
C 0.330 -5.524 -2.393
C -0.098 -4.902 -3.556
C -0.430 -3.558 -3.540
Cl -0.962 -2.852 -5.042
C -0.358 -2.755 -2.388
S -0.805 -1.070 -2.406
H 0.739 -5.231 -0.291
H 0.592 -6.574 -2.399
H -0.176 -5.448 -4.486
C -3.573 1.439 -2.258
O -3.491 1.953 -0.935
H -2.725 1.746 -2.870
H -4.501 1.751 -2.752
H -3.550 0.352 -2.204
H -3.080 2.822 -0.977
C 4.303 0.391 -2.244
S 3.232 0.888 -0.907
O 3.976 0.693 0.316
O 2.817 2.242 -1.199
O 2.105 -0.088 -1.032
H 5.109 1.120 -2.310
H 3.729 0.384 -3.168
H 4.705 -0.597 -2.034
*
```

Löwdin population analysis, charges in e, atoms 1 to 5: V 0.42; C -0.02; C -0.26; C 0.03; C -0.23